# 1
The following is a DFT calculation (ωB97M-V/def2-TZVPD) of 2 unconnected molecules or ions with the total composition C2H2ClNO2.

Each line ends with the natural charge from an NBO analysis.
Element x y z (Å)
C1 -1.872 -1.080 -0.305  0.3969
C2 -0.322 0.276 0.658  0.1009
N1 -0.499 1.456 0.632  0.0378
O1 -1.797 -1.727 0.683  -0.4862
O2 -0.743 2.536 0.253  -0.1129
Cl1 -3.250 0.471 -0.210  -0.3515
H1 0.157 -0.595 1.167  0.2313
H2 -1.497 -1.027 -1.247  0.1837

## Properties
HOMO level (spin up / spin down)   -7.209 / -10.571 eV
Spin multiplicity   3
Strongest force on any atom   4.9 eV/A
Energy above the lowest of the compared OMol25 structures with the same formula, charge and spin   80.85 kcal per mole
Frontier orbital gap (spin up / spin down)   7.6 / 7.1 eV

---

# 2
The following is a DFT calculation (ωB97M-V/def2-TZVPD) of C2H2N2OS2 in the gas phase.

Each line ends with the natural charge from an NBO analysis.
Element x y z (Å)
O1 1.285 -1.624 -2.055  -0.5463
C1 0.780 -0.935 -1.164  0.0990
S1 1.791 0.275 -0.438  0.4767
N1 0.784 1.523 0.280  -0.5367
C2 -0.431 1.073 0.664  0.1954
N2 -0.571 -0.427 0.913  -0.7581
S2 -0.861 -1.113 -0.665  0.4528
H1 -1.181 1.860 1.130  0.2227
H2 -1.595 -0.631 1.335  0.3946

## Properties
SMILES   O=C1SN=CNS1
HOMO level   -9.481 eV
Strongest force on any atom   4.9 eV/A
Energy above the lowest of the compared OMol25 structures with the same formula, charge and spin   33.64 kcal per mole
Frontier orbital gap   9.4 eV

---

# 3
The following is a DFT calculation (ωB97M-V/def2-TZVPD) of a gas-phase ion, C4H8NO3 (charge -1).

Each line ends with the natural charge from an NBO analysis.
Element x y z (Å)
N1 1.978 -0.547 0.351  -0.8355
C1 0.600 -0.737 -0.196  -0.0676
C2 0.385 0.174 -1.449  -0.0824
O1 1.174 -0.358 -2.526  -0.7489
C3 -0.424 -0.780 0.905  -0.5462
C4 -1.264 0.526 1.079  0.7685
O2 -0.718 1.596 0.718  -0.8091
O3 -2.412 0.344 1.537  -0.7812
H1 2.603 -0.367 -0.420  0.3185
H2 1.890 0.331 0.864  0.3615
H3 0.550 -1.758 -0.623  0.1699
H4 0.599 1.214 -1.202  0.1951
H5 -0.626 0.165 -1.861  0.1834
H6 2.080 -0.517 -2.276  0.4454
H7 0.162 -0.814 1.838  0.2113
H8 -1.143 -1.590 0.896  0.2172

## Properties
SMILES   N[C@H](CO)CC(=O)[O-]
HOMO level   -4.128 eV
Total charge   -1
Strongest force on any atom   2.1 eV/A
Energy above the lowest of the compared OMol25 structures with the same formula, charge and spin   41.12 kcal per mole
Frontier orbital gap   7.6 eV

---

# 4
The following is a DFT calculation (ωB97M-V/def2-TZVPD) of a molecular structure, C4H6OS2.

Each line ends with the natural charge from an NBO analysis.
Element x y z (Å)
C1 -0.415 -0.610 0.182  -0.3403
C2 -0.872 0.549 -0.679  -0.4982
C3 0.384 1.321 -0.254  -0.0892
C4 1.020 -0.013 0.206  0.0026
H1 -1.933 -2.596 -0.559  0.1471
H2 -0.773 -0.543 1.268  0.2260
H3 -1.798 0.991 -0.538  0.2370
H4 -0.580 0.451 -1.738  0.2481
H5 1.670 -0.326 -0.565  0.2120
H6 1.128 0.242 2.204  0.4234
O1 1.911 -0.070 1.218  -0.6123
S1 -0.562 -2.240 -0.686  -0.0543
S2 0.821 2.843 -0.060  0.0982

## Properties
HOMO level   -8.654 eV
Strongest force on any atom   7.7 eV/A
Energy above the lowest of the compared OMol25 structures with the same formula, charge and spin   85.42 kcal per mole
Frontier orbital gap   8.3 eV